one | Below is C38H54F9I2N3O4PSiTi as an isolated structure, with properties calculated with ωB97M-V with the def2-TZVPD basis set.

## Properties
Spin multiplicity   2
Orbital gap (alpha / beta)   8.67 / 8.81 eV
Charge   +2

Each line ends with the Löwdin charge.
Element x y z (Å)
Ti -0.90981 0.80499 -0.25936  0.745
N -1.27696 2.53427 -1.50959  -0.046
C -1.57696 3.79027 -0.77965  -0.182
C -2.56801 3.47139 0.31943  -0.185
N -2.08829 2.32185 1.13566  -0.113
C -1.23874 2.74763 2.28358  -0.164
C 0.22715 2.64499 1.94875  -0.190
N 0.47856 1.29881 1.38838  -0.013
H -0.40035 2.64536 -2.04089  0.065
H -2.00084 2.37069 -2.21027  0.059
H -1.97961 4.55285 -1.44819  0.137
H -0.63788 4.17670 -0.38267  0.118
H -3.52953 3.19324 -0.11774  0.097
H -2.74239 4.34490 0.95131  0.132
H -2.91029 1.86933 1.53141  0.094
H -1.46009 2.08085 3.11653  0.105
H -1.50773 3.75684 2.60215  0.135
H 0.82948 2.83141 2.84041  0.135
H 0.53468 3.37536 1.19922  0.111
H 0.51569 0.60845 2.13736  0.088
H 1.41020 1.29834 0.94765  0.071
I -1.68725 -0.73692 -3.49034  0.967
C -3.68131 -0.99950 -2.89858  -1.092
I -4.18951 0.34156 -1.34963  0.953
H -3.80250 -2.00421 -2.51118  -0.031
H -4.34286 -0.79178 -3.73046  -0.019
F -4.25382 -6.96098 -1.21830  0.161
C -2.95824 -6.62615 -1.28263  -0.591
F -2.59377 -6.63209 -2.57104  0.152
F -2.25895 -7.58061 -0.65294  0.166
C -2.71551 -5.27774 -0.64195  -0.089
C -1.94266 -4.32454 -1.28101  0.010
C -1.72618 -3.09874 -0.66165  -0.119
C -2.28277 -2.82629 0.57966  -0.356
C -3.03526 -3.80851 1.23020  -0.053
C -3.25404 -5.02655 0.61634  0.024
P -1.86112 -1.25744 1.38283  1.051
C -0.54234 -1.77578 2.53171  -0.352
C -0.74341 -2.16376 3.85198  -0.050
C 0.32217 -2.62491 4.61417  0.026
C 1.58642 -2.71296 4.05507  -0.091
C 1.79570 -2.35933 2.72767  0.017
C 0.73482 -1.89231 1.97366  -0.096
C 2.76482 -3.15209 4.89314  -0.590
F 3.64195 -3.85216 4.16077  0.156
F 3.41234 -2.08261 5.38587  0.158
F 2.38209 -3.91022 5.92424  0.162
C -3.29004 -0.79163 2.40150  -0.379
C -4.58861 -1.12162 2.01354  -0.114
C -5.67815 -0.66012 2.73623  0.021
C -5.48274 0.13699 3.85327  -0.092
C -4.19754 0.46029 4.26460  0.018
C -3.11072 -0.00448 3.54108  -0.111
C -6.67763 0.68549 4.60128  -0.591
F -7.08580 1.84007 4.04821  0.158
F -7.70690 -0.16743 4.56566  0.163
F -6.38057 0.93162 5.88185  0.160
H -1.51028 -4.53273 -2.24959  0.129
H -1.09842 -2.36326 -1.15237  0.031
H -3.45071 -3.62929 2.21322  0.118
H -3.84177 -5.78800 1.11215  0.139
H -1.72827 -2.12457 4.29973  0.112
H 0.16454 -2.92672 5.64053  0.135
H 2.77969 -2.45588 2.28858  0.131
H 0.90796 -1.62986 0.93206  0.083
H -4.75960 -1.74978 1.15033  0.087
H -6.68096 -0.93159 2.43520  0.137
H -4.04564 1.05138 5.15723  0.135
H -2.11360 0.21580 3.90148  0.099
C 0.47006 2.99418 -4.70013  -0.019
C 1.74650 3.02470 -3.87623  -0.602
C 2.10480 4.44625 -3.47959  -0.009
C 2.88443 2.35463 -4.62275  -0.014
O 1.44516 2.31292 -2.63351  -0.126
Si 1.97655 1.03373 -1.78146  0.048
O 0.58361 0.37162 -1.15802  -0.386
O 2.81081 0.01830 -2.68836  -0.088
C 3.13195 -1.40171 -2.68646  -0.603
C 4.60138 -1.49744 -3.05023  -0.009
C 2.25432 -2.05235 -3.73795  -0.013
C 2.86578 -1.99203 -1.31025  -0.021
O 2.72422 1.48785 -0.40315  -0.134
C 4.02258 2.06708 -0.07126  -0.602
C 4.71941 1.07409 0.84093  -0.009
C 4.83173 2.31595 -1.33161  -0.010
C 3.72594 3.37060 0.65044  -0.013
H 0.63718 3.43631 -5.68217  0.104
H -0.32517 3.56866 -4.21789  0.081
H 0.12768 1.96826 -4.84767  0.075
H 2.24027 5.06658 -4.36550  0.103
H 3.02866 4.47557 -2.90324  0.077
H 1.30631 4.88574 -2.87880  0.086
H 3.13434 2.96327 -5.49217  0.106
H 2.60965 1.35878 -4.96881  0.091
H 3.77713 2.26677 -4.00495  0.078
H 4.79135 -0.98879 -3.99463  0.098
H 4.89802 -2.54113 -3.15668  0.101
H 5.22347 -1.04681 -2.27640  0.084
H 2.45487 -1.63405 -4.72374  0.097
H 1.19854 -1.90561 -3.49704  0.036
H 2.43704 -3.12668 -3.77812  0.102
H 3.45235 -1.47919 -0.54592  0.081
H 3.14234 -3.04689 -1.29449  0.107
H 1.80681 -1.92208 -1.05173  0.059
H 4.96383 0.15509 0.30752  0.081
H 4.08189 0.82710 1.69232  0.087
H 5.64684 1.49698 1.22701  0.103
H 4.95082 1.40641 -1.91933  0.080
H 5.82570 2.67332 -1.06031  0.109
H 4.36857 3.08210 -1.95459  0.070
H 3.22697 3.18213 1.60382  0.079
H 3.08805 4.00726 0.03509  0.089
H 4.64587 3.91592 0.86114  0.103

two | Below is C38H54F9I2N3O4PSiTi as an isolated structure, with properties calculated with ωB97M-V with the def2-TZVPD basis set.

## Properties
Spin multiplicity   2
Orbital gap (alpha / beta)   8.71 / 8.99 eV
Charge   +2

Each line ends with the Löwdin charge.
Element x y z (Å)
Ti -0.26566 -0.00353 0.25310  0.662
N -0.65302 0.15540 2.35406  -0.032
C -1.56975 1.32434 2.30036  -0.192
C -2.78959 0.95467 1.46192  -0.132
N -2.36605 0.37483 0.15438  -0.125
C -2.68078 1.15153 -1.08007  -0.127
C -1.40029 1.71872 -1.67225  -0.186
N -0.40208 0.62195 -1.82216  -0.017
H 0.22539 0.44978 2.77537  0.081
H -1.03445 -0.56595 2.95559  0.089
H -1.88854 1.64760 3.29299  0.140
H -1.03498 2.14057 1.81761  0.090
H -3.39606 0.22460 2.00271  0.134
H -3.40775 1.84021 1.31374  0.131
H -2.85267 -0.51138 0.05379  0.052
H -3.15895 0.47953 -1.79666  0.129
H -3.37941 1.96128 -0.86928  0.135
H -1.61044 2.21234 -2.62179  0.144
H -0.98707 2.46101 -0.99351  0.087
H -0.63668 0.06939 -2.64060  0.111
H 0.49504 1.07934 -1.99750  0.076
I 2.57245 -0.89777 0.73875  1.122
C 3.12359 -2.79599 1.59826  -1.016
I 1.68701 -3.37547 3.05781  0.844
H 4.08509 -2.68452 2.08445  -0.022
H 3.15805 -3.54138 0.81280  -0.043
F -3.84900 -6.25299 5.00002  0.155
C -3.73783 -6.66204 3.73103  -0.588
F -3.10214 -7.84293 3.72493  0.164
F -4.97515 -6.86309 3.24814  0.161
C -3.00204 -5.65573 2.87913  -0.088
C -2.78483 -5.96164 1.53921  0.030
C -2.13925 -5.04920 0.72675  -0.069
C -1.69084 -3.83574 1.25103  -0.390
C -1.92045 -3.54209 2.58940  -0.129
C -2.57432 -4.45170 3.40878  0.014
P -0.94369 -2.59873 0.12197  1.062
C -2.30674 -2.58560 -1.13425  -0.353
C -2.11432 -2.72286 -2.50519  -0.051
C -3.19678 -2.66371 -3.37353  0.023
C -4.47350 -2.46112 -2.87429  -0.097
C -4.68666 -2.32970 -1.50906  0.023
C -3.60510 -2.39393 -0.64596  -0.111
C -5.62683 -2.32653 -3.84001  -0.589
F -5.53289 -3.20463 -4.84244  0.167
F -6.80550 -2.49781 -3.23529  0.161
F -5.61921 -1.08945 -4.38001  0.149
C 0.39029 -3.50781 -0.75055  -0.382
C 0.84910 -4.76501 -0.37200  -0.084
C 1.89946 -5.36547 -1.05670  0.019
C 2.49266 -4.70728 -2.11976  -0.096
C 2.04882 -3.44964 -2.50986  0.010
C 1.01099 -2.85463 -1.82040  -0.161
C 3.65556 -5.31024 -2.86993  -0.588
F 3.88868 -6.57279 -2.51025  0.165
F 3.43442 -5.27940 -4.19197  0.162
F 4.77430 -4.59657 -2.63166  0.152
H -3.13239 -6.90487 1.13833  0.141
H -1.99419 -5.28232 -0.32105  0.126
H -1.58388 -2.60208 3.00984  0.067
H -2.75067 -4.23075 4.45254  0.131
H -1.12762 -2.90472 -2.90993  0.097
H -3.04857 -2.78808 -4.43845  0.138
H -5.69106 -2.20197 -1.12869  0.135
H -3.78610 -2.34215 0.42424  0.118
H 0.40384 -5.28652 0.46322  0.097
H 2.25611 -6.34181 -0.75732  0.136
H 2.52881 -2.94597 -3.33928  0.138
H 0.68535 -1.86263 -2.10777  0.077
C -1.65418 5.22593 0.23111  -0.015
C -0.28699 5.00413 0.86679  -0.606
C -0.35138 5.25623 2.36886  -0.006
C 0.75431 5.89793 0.20646  -0.012
O 0.03430 3.60193 0.66268  -0.142
Si 1.41300 2.85553 0.19529  0.038
O 0.90700 1.28470 0.39801  -0.497
O 1.54823 3.01073 -1.41564  -0.103
C 2.64087 3.21654 -2.35364  -0.610
C 3.50268 4.41087 -1.95997  -0.011
C 1.98052 3.47409 -3.70073  -0.017
C 3.47680 1.93954 -2.38318  -0.014
O 2.77029 3.23349 0.94478  -0.082
C 3.39397 3.13255 2.24715  -0.603
C 4.70297 2.37431 2.05360  -0.014
C 3.66533 4.55158 2.72583  -0.008
C 2.47623 2.40021 3.22296  -0.019
H -1.97753 6.25323 0.39507  0.101
H -2.39667 4.55768 0.67459  0.081
H -1.60794 5.04649 -0.84467  0.091
H -0.60013 6.29935 2.56196  0.103
H 0.61111 5.04007 2.83369  0.065
H -1.11440 4.62949 2.83434  0.087
H 0.50188 6.94611 0.35824  0.107
H 0.79019 5.70051 -0.86693  0.086
H 1.74537 5.71496 0.62642  0.082
H 2.91216 5.32804 -1.96687  0.089
H 4.31858 4.52147 -2.67298  0.102
H 3.92039 4.26905 -0.96679  0.077
H 1.31024 4.33094 -3.62967  0.093
H 1.40810 2.60496 -4.03314  0.082
H 2.74125 3.69289 -4.44931  0.100
H 3.89848 1.75094 -1.39199  0.079
H 4.29505 2.03138 -3.09616  0.102
H 2.86559 1.07982 -2.67541  0.080
H 5.38576 2.95260 1.43083  0.098
H 4.50935 1.42324 1.55922  0.038
H 5.18372 2.18162 3.01244  0.100
H 4.21686 5.10595 1.96649  0.098
H 4.26014 4.52941 3.63873  0.102
H 2.73397 5.08091 2.93292  0.073
H 2.32634 1.37141 2.88777  0.039
H 1.51063 2.90937 3.29055  0.081
H 2.92832 2.38063 4.21343  0.105

Of the structures shown above, two is the least stable.